1.
Molecular formula: C20H25ClN2OSn
Method: DFT, ωB97M-V/def2-TZVPD

Each line ends with the Löwdin charge.
Atoms and positions in Å:
C 0.06869 0.40659 -7.10268  -0.16
C 1.44948 0.90242 -6.96232  0.01
C -0.18325 -1.03038 -7.31718  0.01
C -1.06609 1.34278 -7.00557  0.01
Cl -0.45864 -0.01263 -2.14755  0.05
H -0.21695 -1.30965 -8.38781  0.15
H -1.14947 -1.32103 -6.88018  0.11
H 0.60567 -1.63816 -6.85022  0.11
H 1.90769 1.19249 -7.92707  0.15
H 2.09469 0.12988 -6.51792  0.11
H 1.47661 1.79287 -6.31566  0.11
H -1.36518 1.76303 -7.98481  0.15
H -0.81563 2.19351 -6.35463  0.11
H -1.94893 0.83786 -6.58851  0.11
C 1.82418 -2.17754 1.86983  -0.12
C 1.07940 -3.00535 1.00048  -0.11
C 1.20217 -2.47818 -0.32441  -0.22
H 0.54135 -3.91574 1.26882  0.12
C 2.09030 -1.31649 -0.24658  -0.25
C 2.50816 -1.19822 1.10814  -0.12
H 3.25694 -0.51694 1.48753  0.12
H 1.87294 -2.30207 2.94582  0.11
H 0.83119 -2.94788 -1.22829  0.11
H 2.43475 -0.76443 -1.09317  0.10
C -2.76440 0.54076 1.34663  -0.11
C -2.75326 -0.68635 2.07146  -0.07
C -2.71958 -1.76105 1.15345  -0.09
H -2.80331 -0.79260 3.14801  0.12
C -2.59971 -1.21154 -0.16057  -0.21
C -2.66406 0.23354 -0.02837  -0.22
H -2.67187 0.92555 -0.83893  0.08
H -2.89095 1.53467 1.75862  0.12
H -2.80735 -2.82369 1.36983  0.12
H -2.58419 -1.77383 -1.08497  0.11
Sn -0.17043 -0.47753 0.10884  1.15
N 0.80576 1.65973 7.82002  0.18
C 0.99283 2.37533 6.68400  -0.48
O 1.37389 3.54062 6.76208  0.07
C 0.72237 1.70384 5.36988  -0.09
C 0.27987 0.36686 5.25927  0.03
C 0.05003 -0.15430 3.96863  -0.13
N 0.23418 0.59426 2.86487  0.01
C 0.66196 1.86353 2.96216  -0.11
C 0.91380 2.45635 4.20301  0.03
H 0.98931 2.12968 8.69309  0.13
H 0.48979 0.71489 7.89378  0.09
H 0.10496 -0.28933 6.12149  0.12
H -0.28822 -1.20079 3.85198  0.12
H 0.80884 2.42074 2.02464  0.12
H 1.24963 3.48394 4.23107  0.13

Calculated values
HOMO energy (alpha / beta)   -13.9 / -13.9 eV
Molar mass   463.6 g mol⁻¹
Lowest unoccupied orbital energy (alpha / beta)   -0.3028 / -0.3008 Ha
Charge   +2

***

2.
Molecular formula: C20H25ClN4O2
Method: DFT, ωB97M-V/def2-TZVPD

Each line ends with the Löwdin charge.
Atoms and positions in Å:
C -2.64395 -1.53881 -2.30451  -0.07
O -3.63272 -0.90341 -1.52517  -0.08
C -3.30247 0.22429 -0.85439  -0.29
C -4.29884 0.77138 -0.04220  -0.01
C -4.04705 1.91501 0.68535  -0.10
C -2.80745 2.52286 0.60963  -0.59
Cl -2.50058 3.95564 1.55386  0.69
C -1.79973 2.00132 -0.20396  -0.25
N -0.56119 2.63202 -0.21691  0.12
C 0.56448 2.27562 -0.93030  -0.55
O 0.58063 1.46073 -1.83101  0.05
N 1.68365 2.94006 -0.52517  0.08
C 2.97627 2.63270 -1.08496  -0.16
C 3.91260 1.84334 -0.13350  -0.18
N 3.45828 0.58215 0.38806  -0.17
C 2.68200 0.57683 1.61429  -0.15
C 1.27283 0.00938 1.44724  -0.15
N 1.33300 -1.34204 0.93720  -0.08
C 0.18310 -2.09482 0.86310  -0.22
C 0.22839 -3.44464 0.48646  -0.04
C -0.92031 -4.20756 0.43132  -0.10
C -2.15050 -3.66558 0.76487  -0.11
C -2.20817 -2.34229 1.16473  -0.10
C -1.06692 -1.56521 1.21229  -0.04
C 2.49528 -1.63711 0.12419  -0.13
C 2.98576 -0.37945 -0.58959  -0.16
C -2.06188 0.84542 -0.93274  0.04
H -2.30024 -0.89393 -3.11863  0.10
H -1.79161 -1.84383 -1.69094  0.08
H -3.12413 -2.42314 -2.71984  0.10
H -5.25802 0.28329 0.00651  0.12
H -4.81153 2.33705 1.31892  0.11
H -0.50087 3.41657 0.42053  0.08
H 1.64943 3.55654 0.27025  0.14
H 3.48382 3.56236 -1.36090  0.12
H 2.78899 2.05359 -1.99046  0.11
H 4.17528 2.47685 0.71786  0.11
H 4.83114 1.65298 -0.70189  0.12
H 2.61055 1.58770 2.02348  0.12
H 3.21318 -0.04040 2.35322  0.12
H 0.78268 -0.00168 2.42700  0.13
H 0.68872 0.65718 0.78078  0.10
H 1.17342 -3.91105 0.25469  0.10
H -0.85023 -5.24387 0.13227  0.10
H -3.04616 -4.26560 0.72020  0.10
H -3.15567 -1.89787 1.43331  0.11
H -1.16453 -0.53470 1.51311  0.09
H 3.30406 -2.04138 0.74783  0.13
H 2.23498 -2.37880 -0.63235  0.11
H 2.16442 0.00483 -1.21276  0.11
H 3.82403 -0.63316 -1.24708  0.13
H -1.27618 0.45272 -1.55330  0.10

Calculated values
Structure (SMILES)   COc1ccc(Cl)c(NC(=O)NCCN2CCN(c3ccccc3)CC2)c1
HOMO energy   -7.5 eV
Molar mass   388.9 g mol⁻¹
Lowest unoccupied orbital energy   0.0155 Ha

***

3.
Molecular formula: C20H25F15NNaO13
Method: DFT, ωB97M-V/def2-TZVPD

Each line ends with the Löwdin charge.
Atoms and positions in Å:
Na -0.04659 -0.37818 -0.36190  0.82
N 2.54306 -3.17502 -2.03554  -0.72
O 1.48901 -3.06318 -2.66594  -0.10
O 3.39733 -3.78575 -2.60376  -0.02
O 2.61294 -2.79024 -0.86788  -0.09
C -1.73572 7.01037 1.60242  -0.06
C -0.79391 6.15654 2.43692  -0.19
O -1.49329 5.17291 3.24018  0.00
C -1.64267 3.90804 2.71594  -0.32
O -1.17976 3.53340 1.65366  0.14
C -2.55037 3.00730 3.56864  -0.55
F -1.87965 2.48346 4.57919  0.18
F -3.61055 3.62842 4.10066  0.16
F -3.06852 1.98375 2.86141  0.15
H -2.50958 7.43802 2.23988  0.08
H -2.30644 6.39835 0.90399  0.08
H -1.25434 7.82025 1.05426  0.08
H -0.42659 6.83715 3.20500  0.12
H 0.02028 5.61279 1.95784  0.12
C 1.04104 -7.25740 1.51729  -0.05
C 0.30366 -5.87788 1.65435  -0.18
O -1.08156 -5.87519 1.28965  0.03
C -1.77162 -4.71267 1.27273  -0.34
O -1.20882 -3.64508 1.11371  0.14
C -3.27564 -4.83884 1.09551  -0.62
F -3.61444 -6.02849 0.66339  0.20
F -3.82741 -4.58622 2.24615  0.21
F -3.76812 -3.97532 0.20768  0.17
H 0.82372 -7.94225 2.33695  0.07
H 2.12380 -7.17860 1.41967  0.08
H 0.69115 -7.84531 0.66874  0.07
H 0.80806 -5.11120 1.06624  0.12
H 0.41797 -5.54323 2.68539  0.12
C 4.66656 0.95323 4.39078  -0.06
C 4.34883 -0.33179 3.66253  -0.24
O 3.43833 -1.03832 4.43248  0.02
C 2.09930 -0.86827 4.30756  -0.28
O 1.51993 -0.18998 3.42366  0.10
C 1.23005 -1.52938 5.44924  -0.44
F -0.02777 -1.65956 4.87937  0.11
F 1.75499 -2.70226 5.83414  0.17
F 1.00066 -0.68151 6.51262  0.13
H 3.79604 1.56505 4.62734  0.09
H 5.32164 1.51370 3.72381  0.08
H 5.22568 0.57715 5.24754  0.08
H 5.27652 -0.87331 3.47744  0.14
H 3.91747 -0.03803 2.70559  0.12
C 3.79822 0.03543 -6.27877  -0.02
C 2.73232 0.71154 -5.30176  -0.17
O 3.34704 1.53222 -4.32454  0.03
C 2.53982 1.85093 -3.30988  -0.30
O 1.36548 1.50035 -3.00256  0.09
C 3.26794 2.78664 -2.25589  -0.58
F 2.56015 3.86935 -1.93492  0.16
F 3.42248 2.12488 -1.13984  0.19
F 4.45775 3.24536 -2.64061  0.17
H 4.18088 0.67019 -7.07800  0.07
H 3.24318 -0.76749 -6.76389  0.07
H 4.58873 -0.40492 -5.67108  0.08
H 2.19049 -0.04137 -4.72935  0.12
H 2.05845 1.39354 -5.82030  0.13
C -4.09299 -1.00786 -4.81530  -0.05
C -5.08516 -0.47207 -3.77549  -0.22
O -4.88685 0.92008 -3.60802  0.03
C -4.02376 1.36110 -2.66435  -0.32
O -3.33477 0.65661 -1.92433  0.13
C -4.07815 2.91472 -2.61533  -0.47
F -2.85336 3.51711 -2.70062  0.13
F -4.90397 3.45082 -3.54720  0.15
F -4.49574 3.29410 -1.38529  0.14
H -3.06150 -0.95163 -4.46749  0.08
H -4.16125 -0.43138 -5.73785  0.08
H -4.36766 -2.04861 -4.98705  0.08
H -5.08798 -1.15051 -2.92237  0.13
H -6.11431 -0.63646 -4.09478  0.12

Calculated values
HOMO energy   -7.1 eV
Molar mass   795.4 g mol⁻¹
Lowest unoccupied orbital energy   -0.0306 Ha

***

4.
Molecular formula: C20H25FN2O2Os
Method: DFT, ωB97M-V/def2-TZVPD

Each line ends with the Löwdin charge.
Atoms and positions in Å:
Os 0.28865 -2.01376 0.24593  1.59
C -2.65664 -2.33542 -0.50623  -0.04
C -2.06298 -1.37727 -1.54158  -0.36
C -0.81864 -1.97921 -2.19016  -0.04
C -1.97326 0.02602 -0.94987  -0.14
C -3.17236 0.73499 -0.90312  -0.01
C -3.24244 1.97551 -0.30315  -0.01
C -2.11334 2.53274 0.28155  0.01
C -0.88740 1.88426 0.25540  -0.13
C 0.32129 2.47366 0.97048  -0.36
C 0.14557 3.93987 1.35835  -0.06
C 0.65704 1.64766 2.21371  -0.04
C -0.83967 0.63526 -0.39536  -0.19
N 0.41609 -0.06573 -0.46385  -0.08
C 1.45293 0.44259 -1.13213  -0.21
C 1.36419 1.58369 -1.99252  0.03
C 2.47068 2.02737 -2.65803  -0.01
C 3.71125 1.37752 -2.50685  0.03
C 3.84350 0.25038 -1.68556  0.05
C 2.73371 -0.18898 -1.03423  -0.17
F 2.80803 -1.28188 -0.22150  0.03
H -2.68195 -3.36377 -0.86141  0.10
H -3.66230 -2.03418 -0.21916  0.10
H -2.08061 -2.31892 0.44122  0.05
H -2.78095 -1.30456 -2.36428  0.16
H 0.00445 -2.44634 -1.53987  0.02
H -0.26974 -1.29053 -2.82921  0.11
H -1.07496 -2.88234 -2.74486  0.12
H -4.05785 0.30379 -1.35005  0.13
H -4.17928 2.51339 -0.28270  0.13
H -2.19636 3.49547 0.76109  0.12
H 1.18768 2.43397 0.30287  0.12
H -0.61041 4.06606 2.13324  0.09
H -0.12982 4.55826 0.50524  0.09
H 1.08355 4.32246 1.75747  0.09
H -0.19744 1.60217 2.89055  0.10
H 1.49433 2.08756 2.75398  0.10
H 0.94484 0.62865 1.93579  0.03
H 0.40395 2.06354 -2.11412  0.14
H 2.39776 2.87928 -3.31839  0.13
H 4.57756 1.74493 -3.03866  0.14
H 4.78823 -0.25986 -1.56626  0.15
N 0.84410 -2.04173 2.27495  -0.07
C 0.34634 -3.29621 2.91620  -0.08
C 0.27311 -4.39325 1.87787  -0.52
O 0.19158 -5.54663 2.08311  0.23
O 0.23461 -3.86276 0.59439  -0.23
H 1.86562 -2.01995 2.32416  0.13
H 0.51926 -1.22653 2.79720  0.11
H -0.66411 -3.11235 3.28827  0.15
H 0.98261 -3.58890 3.75010  0.15

Calculated values
HOMO energy (alpha / beta)   -15.0 / -15.3 eV
Molar mass   534.7 g mol⁻¹
Lowest unoccupied orbital energy (alpha / beta)   -0.2613 / -0.3677 Ha
Charge   +2
Multiplicity   5

***

5.
Molecular formula: C20H25N3O3
Method: DFT, ωB97M-V/def2-TZVPD

Each line ends with the Löwdin charge.
Atoms and positions in Å:
C 5.49826 -1.18937 4.79508  -0.06
C 4.92253 0.22356 4.76645  -0.25
O 3.53876 0.25436 5.05307  -0.05
C 2.64236 -0.14122 4.10872  -0.27
C 1.31153 -0.18868 4.52610  0.00
C 0.30706 -0.55796 3.65872  -0.02
C 0.60138 -0.89047 2.33666  -0.19
N -0.42791 -1.25377 1.45039  0.01
C -1.81043 -0.91597 1.73269  -0.09
C -2.53594 -1.12250 0.39395  -0.18
C -2.61996 0.19323 -0.38090  -0.47
O -3.68176 0.76198 -0.55411  0.05
N -1.44398 0.68198 -0.80803  0.11
C -1.33309 1.90429 -1.59506  -0.09
C -1.07958 1.61578 -3.03648  -0.24
C 0.13112 1.48903 -3.67353  -0.05
C -0.13230 1.18541 -5.01951  -0.05
C -1.49568 1.12749 -5.16555  -0.30
C -2.30448 0.85362 -6.38387  -0.04
N -2.06835 1.37746 -3.95254  -0.06
C -3.48634 1.43261 -3.72316  0.00
C -1.67075 -2.17327 -0.29731  -0.03
C -0.28768 -1.99683 0.31634  -0.45
O 0.74149 -2.44133 -0.13799  0.08
C 1.92581 -0.83567 1.91689  0.00
C 2.93469 -0.47187 2.78993  -0.01
H 6.57020 -1.15173 4.62169  0.08
H 5.31253 -1.64247 5.76564  0.08
H 5.03804 -1.81245 4.03218  0.07
H 5.37473 0.82424 5.56077  0.12
H 5.13091 0.71130 3.80618  0.12
H 1.08664 0.06940 5.54872  0.12
H -0.70664 -0.59415 4.02417  0.10
H -2.22294 -1.58443 2.49846  0.13
H -1.88590 0.11512 2.08777  0.14
H -3.56325 -1.45633 0.54933  0.15
H -0.60298 0.13412 -0.71812  0.14
H -0.49954 2.48850 -1.19581  0.13
H -2.26176 2.46004 -1.44981  0.12
H 1.09638 1.61096 -3.22225  0.10
H 0.59315 1.02787 -5.79285  0.10
H -1.64247 0.74074 -7.23770  0.08
H -2.88486 -0.06419 -6.27595  0.08
H -2.99798 1.67024 -6.58635  0.08
H -3.97979 0.62984 -4.27138  0.09
H -3.71160 1.31242 -2.66501  0.06
H -3.89748 2.38729 -4.06474  0.10
H -2.01520 -3.18433 -0.06920  0.13
H -1.63061 -2.07222 -1.38156  0.13
H 2.17796 -1.09585 0.90279  0.11
H 3.94572 -0.44585 2.41606  0.11

Calculated values
Structure (SMILES)   CCOc1ccc(N2C[C@@H](C(=O)NCc3ccc(C)n3C)CC2=O)cc1
HOMO energy   -7.8 eV
Molar mass   355.4 g mol⁻¹
Lowest unoccupied orbital energy   0.0256 Ha